This record from the Open Molecules 2025 dataset describes C64H57BiN5O3PS5Sb as an isolated structure. The level of theory is ωB97M-V/def2-TZVPD.

XYZ file:
```
137
Properties=species:S:1:pos:R:3:forces:R:3:lowdin_charge:R:1
Bi 0.2726 -0.2008 1.7814 0.1 -0.6 -0.3 1.664
C -1.8623 4.1498 -1.5750 0.0 0.0 -0.1 -0.043
O -2.0674 4.2352 -0.1500 -0.1 0.0 0.0 0.017
C -1.7092 3.0369 0.3514 0.0 0.1 -0.2 -0.334
N -1.3180 2.1305 -0.4419 0.1 0.0 0.5 0.131
C -1.3327 2.7132 -1.7874 0.0 -0.1 -0.1 -0.268
C 0.0196 2.6465 -2.4587 0.0 0.0 0.0 -0.193
C 0.1112 3.0086 -3.8013 0.0 0.0 0.0 -0.048
C 1.3376 3.0198 -4.4452 0.0 0.0 0.0 -0.071
C 2.4873 2.6556 -3.7550 0.0 0.0 0.0 -0.078
C 2.3982 2.2693 -2.4273 0.0 0.0 0.0 -0.067
C 1.1691 2.2670 -1.7792 0.0 0.0 0.0 -0.028
C -1.7272 3.0280 1.8343 0.1 -0.1 0.1 -0.175
C -2.5458 3.9089 2.5258 0.0 0.0 0.1 0.028
C -2.3687 4.0474 3.8965 -0.1 0.0 -0.1 0.000
C -1.3361 3.3699 4.5145 0.1 -0.1 0.0 0.034
C -0.5816 2.4994 3.7407 -0.1 -0.1 0.1 -0.218
N -0.8005 2.2852 2.4465 0.0 0.3 -0.1 0.089
C 0.6798 1.9011 4.2253 0.4 0.0 -0.1 -0.382
N 1.3680 1.0549 3.5510 -0.2 0.4 0.2 -0.046
C 2.7340 1.0419 4.0848 0.0 0.0 0.1 -0.229
C 2.6048 1.9364 5.3449 0.1 -0.1 0.0 -0.008
O 1.2594 2.4833 5.2632 -0.1 -0.1 -0.1 0.055
C 3.7273 1.5787 3.0783 0.0 0.0 -0.1 -0.182
C 5.0647 1.2127 3.1901 0.0 0.0 0.0 -0.025
C 6.0158 1.7645 2.3441 0.0 0.0 0.0 -0.076
C 5.6348 2.6791 1.3714 0.0 0.0 0.0 -0.105
C 4.2983 3.0241 1.2339 0.0 0.0 0.0 -0.070
C 3.3485 2.4767 2.0856 0.0 0.0 0.0 -0.028
H -1.1380 4.9111 -1.8622 0.0 0.0 0.0 0.136
H -2.8165 4.3342 -2.0642 0.0 0.0 0.0 0.117
H -2.0400 2.1547 -2.4076 0.0 0.0 0.0 0.086
H -0.7877 3.2764 -4.3461 0.0 0.0 0.0 0.122
H 1.3973 3.3144 -5.4844 0.0 0.0 0.0 0.107
H 3.4468 2.6690 -4.2544 0.0 0.0 0.0 0.104
H 3.2872 1.9690 -1.8883 0.1 0.0 0.0 0.091
H 1.1058 1.9593 -0.7437 0.0 0.0 0.0 0.082
H -3.2771 4.4919 1.9855 0.0 0.0 0.0 0.123
H -2.9994 4.7188 4.4625 0.0 0.0 0.0 0.124
H -1.0993 3.5008 5.5595 0.0 0.0 0.0 0.135
H 3.0202 0.0330 4.3668 0.0 -0.2 0.0 0.105
H 3.2952 2.7775 5.3401 0.0 0.0 0.0 0.140
H 2.6938 1.3831 6.2750 -0.1 -0.1 0.1 0.127
H 5.3642 0.5043 3.9540 0.0 0.0 0.0 0.124
H 7.0558 1.4849 2.4494 0.0 0.0 0.0 0.111
H 6.3780 3.1250 0.7237 0.0 0.0 0.0 0.105
H 3.9945 3.7309 0.4726 0.0 0.0 0.0 0.108
H 2.3083 2.7641 1.9841 0.0 0.0 0.0 0.106
S 3.4654 -2.1829 8.4748 0.0 0.0 0.0 0.549
C 2.3896 -1.8911 7.2816 0.0 0.0 -0.1 -1.520
S 0.9005 -1.0268 7.4876 0.0 0.0 0.0 0.885
C 0.2901 -1.1106 5.8383 -0.1 0.1 -0.1 -1.166
C 1.1121 -1.7599 4.9804 0.2 0.1 -0.1 -1.109
S 0.8972 -2.1680 3.2886 -0.2 0.0 0.0 0.527
S 2.6117 -2.4064 5.6398 0.0 0.1 0.0 0.848
S -1.2239 -0.3311 5.5678 0.1 0.1 -0.2 0.540
N -2.0330 -0.6767 2.4934 0.1 0.3 -0.1 -0.129
C -2.7259 -1.8687 1.9674 0.0 -0.1 0.0 -0.232
C -1.7469 -2.9091 1.4475 -0.1 0.0 0.1 -0.269
N -0.7576 -2.2533 0.5788 0.1 0.1 0.1 -0.084
H -1.8936 -0.7230 3.5204 0.1 -0.1 0.1 -0.073
H -2.5884 0.1558 2.3187 0.0 0.0 0.0 0.069
H -3.3884 -1.5557 1.1624 0.0 0.0 0.0 0.059
H -3.3446 -2.3204 2.7450 0.0 0.0 0.0 0.131
H -2.3082 -3.6893 0.9271 0.0 0.0 0.0 0.118
H -1.2085 -3.3605 2.2793 -0.1 0.0 -0.1 0.064
H -1.1980 -1.9032 -0.2691 0.0 0.0 0.0 0.017
H -0.0136 -2.8858 0.3030 -0.1 0.0 -0.1 0.058
O 2.1114 -0.8845 0.2458 -0.2 0.0 0.1 -0.538
P 2.9820 -1.8920 -0.4674 0.2 0.0 0.1 0.809
C 2.0404 -2.8785 -1.6390 0.0 0.0 0.0 -0.304
C 0.9091 -2.3261 -2.2379 0.0 0.0 0.0 -0.090
C 0.1797 -3.0707 -3.1536 0.0 0.0 0.0 -0.064
C 0.5883 -4.3554 -3.4856 0.0 0.0 0.0 -0.060
C 1.7262 -4.9003 -2.9085 0.0 0.0 0.0 -0.057
C 2.4515 -4.1657 -1.9838 0.0 0.0 0.0 -0.069
C 3.7519 -3.0609 0.6611 0.1 0.0 -0.1 -0.277
C 5.1200 -3.0499 0.9235 0.0 0.0 0.0 -0.057
C 5.6592 -3.9447 1.8370 0.0 0.0 0.0 -0.060
C 4.8391 -4.8513 2.4899 0.0 0.0 0.0 -0.057
C 3.4749 -4.8717 2.2300 0.0 0.0 0.0 -0.066
C 2.9373 -3.9857 1.3148 0.0 0.0 0.0 -0.130
C 4.2815 -1.0581 -1.3803 0.0 0.0 0.0 -0.274
C 4.5153 -1.3060 -2.7288 0.0 0.0 0.0 -0.056
C 5.5214 -0.6190 -3.3936 0.0 0.0 0.0 -0.064
C 6.2994 0.3020 -2.7100 0.0 0.0 0.0 -0.062
C 6.0652 0.5552 -1.3635 0.0 0.0 0.0 -0.065
C 5.0527 -0.1141 -0.6983 -0.1 0.0 0.0 -0.092
H 0.6113 -1.3129 -1.9854 0.0 0.0 0.0 0.104
H -0.7001 -2.6476 -3.6170 -0.1 0.1 0.0 0.101
H 0.0203 -4.9326 -4.2030 0.0 0.0 0.0 0.112
H 2.0477 -5.8977 -3.1754 0.0 0.0 0.0 0.113
H 3.3309 -4.5952 -1.5210 0.0 0.0 0.0 0.116
H 5.7671 -2.3480 0.4162 0.0 0.0 0.0 0.100
H 6.7226 -3.9349 2.0329 0.0 0.0 0.0 0.111
H 5.2625 -5.5473 3.2013 0.0 0.0 0.0 0.113
H 2.8325 -5.5755 2.7414 0.0 0.0 0.0 0.115
H 1.8731 -4.0161 1.1128 0.0 0.0 0.0 0.086
H 3.9102 -2.0258 -3.2644 0.0 0.0 0.0 0.106
H 5.6995 -0.8072 -4.4435 0.0 0.0 0.0 0.110
H 7.0907 0.8280 -3.2271 0.0 0.0 0.0 0.110
H 6.6727 1.2751 -0.8334 0.0 0.0 0.0 0.095
H 4.8469 0.1049 0.3441 0.0 0.0 0.0 0.099
C -6.0220 3.9381 -0.7060 0.0 0.0 0.0 -0.074
C -5.6750 3.0976 0.3435 0.0 0.0 0.0 -0.086
C -4.9414 1.9474 0.0931 0.0 0.0 0.0 -0.154
C -4.5568 1.6146 -1.2052 0.1 0.0 0.1 -0.406
C -4.9069 2.4641 -2.2491 0.0 0.0 0.0 -0.125
C -5.6341 3.6228 -1.9994 0.0 0.0 0.0 -0.078
Sb -3.4674 -0.2002 -1.5091 -0.2 -0.2 -0.3 1.517
C -5.1665 -1.5011 -1.3469 0.1 0.0 0.1 -0.408
C -6.4696 -1.0547 -1.1507 0.0 0.0 0.0 -0.120
C -7.5026 -1.9639 -0.9587 0.0 0.0 0.0 -0.075
C -7.2429 -3.3258 -0.9517 0.0 0.0 0.0 -0.079
C -5.9495 -3.7835 -1.1610 0.0 0.0 0.0 -0.085
C -4.9204 -2.8741 -1.3531 0.0 0.0 0.0 -0.157
C -3.4181 -0.1173 -3.6495 0.1 0.0 0.1 -0.402
C -2.2293 0.2332 -4.2869 0.0 0.0 0.0 -0.162
C -2.1543 0.2810 -5.6732 0.0 0.0 0.0 -0.082
C -3.2701 -0.0318 -6.4347 0.0 0.0 0.0 -0.079
C -4.4579 -0.3867 -5.8096 0.0 0.0 0.0 -0.073
C -4.5332 -0.4285 -4.4245 0.0 0.0 0.0 -0.119
H -6.6029 4.8303 -0.5160 0.0 0.0 0.0 0.108
H -5.9862 3.3325 1.3535 0.0 0.0 0.0 0.107
H -4.6832 1.2938 0.9219 0.0 0.0 0.0 0.094
H -4.6255 2.2188 -3.2671 0.0 0.0 0.0 0.098
H -5.9035 4.2756 -2.8196 0.0 0.0 0.0 0.110
H -6.6903 0.0059 -1.1524 0.0 0.0 0.0 0.093
H -8.5132 -1.6058 -0.8130 0.0 0.0 0.0 0.107
H -8.0448 -4.0307 -0.7801 0.0 0.0 0.0 0.107
H -5.7437 -4.8457 -1.1705 0.0 0.0 0.0 0.105
H -3.9135 -3.2433 -1.5280 0.0 0.0 0.1 0.086
H -1.3448 0.4751 -3.7059 0.0 0.0 0.0 0.075
H -1.2236 0.5545 -6.1537 0.0 0.0 0.0 0.105
H -3.2140 -0.0023 -7.5145 0.0 0.0 0.0 0.107
H -5.3291 -0.6302 -6.4034 0.0 0.0 0.0 0.108
H -5.4644 -0.7092 -3.9468 0.0 0.0 0.0 0.098
```
Positions in Å, forces in eV/Å.

Calculated values
- gap between HOMO and LUMO (eV) = 5.896
- F_max (eV/A) = 0.69
- total charge = +1